(1)
Entry from the OMol25 dataset: C31H27AlN5O4S as an isolated structure (wB97M-V/def2-TZVPD).

Results
HOMO-LUMO gap ... 6.74 eV
HOMO level ... -10.3 eV
Energy above the lowest of the compared OMol25 structures with the same formula, charge and spin ... 0.0 kJ/mol
Total charge ... +1

Cartesian coordinates (Å):
Al1 -0.954870 0.640785 0.208122
C1 -1.961641 -1.897835 2.350797
C2 -1.506940 -0.642247 3.029210
C3 -1.711747 -0.484359 4.395349
C4 -1.314141 0.676734 5.023744
C5 -0.702176 1.670648 4.278022
C6 -0.506077 1.453031 2.929699
N1 -0.894813 0.320952 2.315587
C7 0.189259 2.427904 2.054867
C8 0.647628 3.652584 2.495765
C9 1.351410 4.455171 1.611454
C10 1.637227 3.979048 0.348094
C11 1.164607 2.731414 -0.037500
N2 0.387499 2.007412 0.790278
C12 1.607191 2.134406 -1.319564
C13 1.656179 2.895455 -2.471862
C14 2.117551 2.285857 -3.627051
C15 2.530746 0.970859 -3.564080
C16 2.461557 0.285993 -2.351079
C17 2.909214 -1.144430 -2.253042
N3 1.995706 0.859268 -1.244617
H1 -2.675029 -2.422209 2.982393
H2 -1.114875 -2.565298 2.178198
H3 -2.447632 -1.672751 1.404192
H4 -2.196894 -1.275830 4.948344
H5 -1.480251 0.812745 6.083736
H6 -0.384255 2.588373 4.747062
H7 0.465520 3.983224 3.505960
H8 1.710423 5.425973 1.925332
H9 2.257509 4.539433 -0.335889
H10 1.290634 3.911868 -2.483929
H11 2.144654 2.830459 -4.560826
H12 2.910949 0.466915 -4.442685
H13 3.673783 -1.369815 -2.994890
H14 2.065543 -1.816420 -2.432667
H15 3.310397 -1.345522 -1.260543
O1 -1.296222 2.571883 -3.098503
C18 -1.755485 1.810809 -2.279579
O2 -0.975377 1.070277 -1.502569
C19 -3.235605 1.614969 -2.144457
C20 -3.987114 1.864015 -3.293425
C21 -5.359123 1.701548 -3.304122
C22 -6.002857 1.301137 -2.140575
C23 -5.273421 1.068482 -0.988319
C24 -3.886390 1.216391 -0.972722
S1 -3.122438 0.947882 0.611333
H16 -3.459745 2.192218 -4.178604
H17 -5.922704 1.890704 -4.207436
H18 -7.077583 1.175053 -2.125814
H19 -5.777857 0.772776 -0.077526
O3 5.401499 -3.682693 1.341610
C25 4.456329 -4.712554 1.319907
N4 3.245176 -4.346793 0.595056
C26 2.463077 -3.369596 1.107167
O4 2.665735 -2.856854 2.194981
C27 1.290976 -2.930113 0.277549
C28 0.641632 -3.714906 -0.664426
C29 -0.434238 -3.186905 -1.363778
C30 -0.833401 -1.894298 -1.092822
N5 -0.224139 -1.150356 -0.156650
C31 0.817563 -1.651177 0.506313
H20 5.105917 -3.027390 1.985101
H21 4.159582 -5.008167 2.326230
H22 4.904744 -5.559871 0.808279
H23 3.211982 -4.527176 -0.395031
H24 0.957891 -4.734948 -0.844978
H25 -0.962995 -3.767588 -2.105340
H26 -1.659011 -1.424617 -1.611907
H27 1.289768 -1.021933 1.249108

Forces on the atoms, in the same order (eV/Å):
0.0 0.1 -0.1
0.0 0.0 0.0
0.0 0.0 0.0
0.0 0.0 0.0
0.0 0.0 0.0
0.0 0.0 0.0
0.0 0.0 0.0
0.0 -0.1 0.0
0.0 0.0 0.0
0.0 0.0 0.0
0.0 0.0 0.0
0.0 0.0 0.0
0.0 0.0 0.0
0.1 -0.1 0.0
0.0 0.0 0.0
0.0 0.0 0.0
0.0 0.0 0.0
0.0 0.0 0.0
0.0 0.0 0.0
0.0 0.0 0.0
0.0 0.0 0.0
0.0 0.0 0.0
0.0 0.0 0.0
0.0 0.0 0.0
0.0 0.0 0.0
0.0 0.0 0.0
0.0 0.0 0.0
0.0 0.0 0.0
0.0 0.0 0.0
0.0 0.0 0.0
0.0 0.0 0.0
0.0 0.0 0.0
0.0 0.0 0.0
0.0 0.0 0.0
0.0 0.0 0.0
0.0 0.0 0.0
0.0 0.0 0.0
0.0 0.1 0.0
-0.1 0.0 0.0
0.0 0.0 0.0
0.0 0.0 0.0
0.0 0.0 0.0
0.0 0.0 0.0
0.0 0.0 0.0
0.0 0.0 0.0
0.0 0.0 0.0
0.0 0.0 0.0
0.0 0.0 0.0
0.0 0.0 0.0
0.0 0.0 0.0
0.0 0.0 0.0
0.0 0.0 0.0
0.0 0.0 0.0
0.0 0.0 0.1
0.0 0.0 0.0
0.0 0.0 0.0
0.0 0.0 0.0
0.0 0.0 0.0
0.0 0.0 0.0
0.0 0.0 0.0
0.0 0.0 0.0
0.0 0.0 0.0
0.0 0.0 0.0
0.0 0.0 0.0
0.0 0.0 0.0
0.0 0.0 0.0
0.0 0.0 0.0
0.0 0.0 0.0
0.0 0.0 0.0

Löwdin population analysis, charges in e, atoms 1 to 2:
1. Al -0.071
2. C -0.017

(2)
Entry from the OMol25 dataset: C31H27F5GeO5PScTe as an isolated structure (wB97M-V/def2-TZVPD).

Results
HOMO-LUMO gap (alpha / beta) ... 7.46 / 7.02 eV
Multiplicity ... 2
HOMO level (alpha / beta) ... -11.1 / -11.1 eV
Energy above the lowest of the compared OMol25 structures with the same formula, charge and spin ... 105.0 kJ/mol
Total charge ... +1
⟨S²⟩ ... 0.7570

Cartesian coordinates (Å):
Sc1 -0.972654 -0.998732 -2.036531
O1 3.186919 -1.028940 -1.224357
C1 2.130842 -0.487952 -1.351831
O2 0.974601 -1.068391 -0.920648
C2 1.908797 0.875696 -1.960568
P1 0.195028 1.465011 -1.667132
C3 0.028265 2.975326 -2.636562
C4 -0.579594 2.899966 -3.888458
C5 -0.686720 4.037497 -4.674743
C6 -0.195356 5.247862 -4.209293
C7 0.407933 5.327113 -2.960041
C8 0.521771 4.194186 -2.172101
C9 0.154083 1.960737 0.075807
C10 1.155963 1.630215 0.985343
C11 0.994217 1.914154 2.335313
C12 -0.161669 2.534713 2.781943
C13 -1.161170 2.877023 1.878869
C14 -1.008647 2.585143 0.533393
H1 2.035557 0.782272 -3.042763
H2 2.682268 1.557398 -1.605307
H3 -0.972520 1.957218 -4.248395
H4 -1.159922 3.978842 -5.645518
H5 -0.285684 6.136137 -4.820203
H6 0.787823 6.273632 -2.599809
H7 0.983406 4.259018 -1.193952
H8 2.072736 1.148108 0.665680
H9 1.771043 1.641457 3.037979
H10 -0.283267 2.754208 3.834449
H11 -2.059858 3.371467 2.223483
H12 -1.792490 2.852195 -0.168020
F1 -2.509081 0.354346 -3.009792
Te1 -3.881704 -1.013441 -3.316709
F2 -4.717287 -0.409049 -1.776337
F3 -3.114501 -1.350187 -4.960159
F4 -5.192915 -2.257412 -3.595970
F5 -4.829133 0.300545 -4.175801
O3 -2.695226 -2.050680 -2.408423
C15 1.622443 -4.053771 -0.727878
Ge1 0.994711 -2.552475 0.305238
C16 -0.956635 -2.425142 0.384235
C17 -1.783723 -3.542855 0.305405
C18 -3.162683 -3.413063 0.438102
C19 -3.733258 -2.167170 0.627807
C20 -2.928521 -1.034088 0.688440
C21 -1.550426 -1.161726 0.578470
C22 2.072680 -2.016687 1.809703
C23 3.424257 -2.153430 1.593448
C24 4.372143 -1.682569 2.524037
C25 3.947585 -1.062773 3.660467
C26 2.565823 -0.931584 3.947093
C27 2.134311 -0.324045 5.152275
C28 0.807662 -0.244161 5.461625
C29 -0.147283 -0.792419 4.581185
C30 0.240633 -1.370696 3.406026
C31 1.605849 -1.437058 3.033443
H13 1.712649 -4.937041 -0.096043
H14 2.601075 -3.821777 -1.145307
H15 0.934096 -4.263727 -1.545650
H16 -1.358562 -4.527136 0.146527
H17 -3.791179 -4.291799 0.382007
H18 -4.806703 -2.070780 0.718883
H19 -3.369766 -0.056816 0.837837
H20 -0.924659 -0.282278 0.718968
H21 3.788220 -2.600423 0.677883
H22 5.427042 -1.801783 2.318823
H23 4.663297 -0.676905 4.376397
H24 2.883647 0.059558 5.834117
H25 0.488693 0.211344 6.389603
H26 -1.196553 -0.765929 4.845695
H27 -0.509726 -1.813781 2.768624
O4 0.091947 -1.004915 -3.786732
O5 0.109053 -2.216783 -3.293608

Forces on the atoms, in the same order (eV/Å):
0.2 0.0 0.0
0.0 0.0 0.0
0.0 0.0 0.0
-0.1 -0.1 0.0
0.0 0.0 0.0
0.0 0.0 0.0
0.0 0.0 0.0
0.0 0.0 0.0
0.0 0.0 0.0
0.0 0.0 0.0
0.0 0.0 0.0
0.0 0.0 0.0
0.0 0.0 0.0
0.0 0.0 0.0
0.0 0.0 0.0
0.0 0.0 0.0
0.0 0.0 0.0
0.0 0.0 0.0
0.0 0.0 0.0
0.0 0.0 0.0
0.0 0.0 0.0
0.0 0.0 0.0
0.0 0.0 0.0
0.0 0.0 0.0
0.0 0.0 0.0
0.0 0.0 0.0
0.0 0.0 0.0
0.0 0.0 0.0
0.0 0.0 0.0
0.0 0.0 0.0
-0.1 0.0 0.0
0.0 0.0 0.0
0.0 0.0 0.0
0.0 0.0 0.0
0.0 0.0 0.0
0.0 0.0 0.0
0.0 0.1 0.0
0.0 0.0 0.0
-0.1 0.0 0.0
0.1 0.0 0.0
0.0 0.0 0.0
0.0 0.0 0.0
0.0 0.0 0.0
0.0 0.0 0.0
0.0 0.0 0.0
0.0 0.0 0.0
0.0 0.0 0.0
0.0 0.0 0.0
0.0 0.0 0.0
0.0 0.0 0.0
0.0 0.0 0.0
0.0 0.0 0.0
0.0 0.0 0.0
0.0 0.0 0.0
0.0 0.0 0.0
0.0 0.0 0.0
0.0 0.0 0.0
0.0 0.0 0.0
0.0 0.0 0.0
0.0 0.0 0.0
0.0 0.0 0.0
0.0 0.0 0.0
0.0 0.0 0.0
0.0 0.0 0.0
0.0 0.0 0.0
0.0 0.0 0.0
0.0 0.0 0.0
0.0 0.0 0.0
0.0 0.0 0.0
0.0 0.0 0.0
0.0 0.1 0.0
0.0 -0.1 0.0

Löwdin population analysis, charges in e, atoms 1 to 2:
1. Sc 0.905
2. O 0.144

(3)
Entry from the OMol25 dataset: C31H27FI2O21S as an isolated structure (wB97M-V/def2-TZVPD).

Results
HOMO-LUMO gap ... 7.89 eV
HOMO level ... -9.6 eV

Cartesian coordinates (Å):
C1 -0.777754 -1.650511 1.241553
C2 -1.437618 -0.790788 0.150815
I1 0.014299 0.542452 -0.753100
C3 -2.148349 -1.560253 -0.965556
I2 -0.840128 -2.958479 -1.948983
C4 -3.401505 -2.322047 -0.552183
O1 -3.133919 -3.283254 0.480428
S1 -4.552396 -3.747170 1.029313
O2 -4.426074 -4.238170 2.349072
O3 -5.248586 -4.472520 0.023466
O4 -5.110627 -2.230766 1.094626
C5 -4.667434 -1.533333 -0.043477
F1 -5.608090 -1.688140 -1.043766
C6 -4.620813 -0.057640 0.265480
C7 -6.008443 0.542362 0.529898
O5 -6.628878 1.084126 -0.624731
H1 -0.815070 -2.709263 1.007003
H2 -1.297938 -1.485128 2.187767
H3 0.255985 -1.364223 1.404720
H4 -2.131365 -0.095958 0.610869
H5 -2.451050 -0.895585 -1.773018
H6 -3.768237 -2.842766 -1.438754
H7 -4.023517 0.078547 1.168713
H8 -4.106558 0.475454 -0.537905
H9 -6.657457 -0.222287 0.960427
H10 -5.878021 1.355057 1.243262
H11 -6.187219 0.749996 -1.406924
C8 -8.520790 6.430122 -3.361085
C9 -7.290945 6.400343 -2.830315
C10 -6.676182 5.129286 -2.289110
O6 -5.544442 5.216739 -1.845346
C11 -7.450850 3.908420 -2.327117
C12 -8.682126 3.937785 -2.856895
C13 -9.290441 5.203860 -3.416720
O7 -10.409422 5.114112 -3.887449
O8 -9.472708 2.879554 -2.943680
O9 -6.503930 7.461329 -2.731588
H12 -8.967049 7.333044 -3.752768
H13 -7.009049 3.010040 -1.918724
H14 -10.294225 3.191558 -3.370685
H15 -5.678800 7.143159 -2.315532
C14 4.935556 -3.422227 -1.753436
C15 3.754919 -3.072137 -1.221191
C16 2.977180 -4.003895 -0.313151
O10 1.920191 -3.590104 0.133634
C17 3.517984 -5.316900 -0.033224
C18 4.698103 -5.662383 -0.567651
C19 5.485811 -4.726962 -1.456186
O11 6.551089 -5.140785 -1.875675
O12 5.279987 -6.833880 -0.372900
O13 3.184421 -1.899710 -1.440105
H16 5.501056 -2.763847 -2.397439
H17 2.949305 -5.978833 0.604463
H18 6.119825 -6.803021 -0.872329
H19 2.351950 -1.872842 -0.927006
C20 4.800802 -0.920057 4.542926
C21 4.020986 -1.287045 3.518420
C22 3.062383 -0.328800 2.853723
O14 2.437682 -0.761748 1.898891
C23 2.955498 1.016466 3.358634
C24 3.731270 1.387377 4.384358
C25 4.712590 0.442092 5.035130
O15 5.382324 0.886139 5.948770
O16 3.729579 2.604948 4.906067
O17 4.011215 -2.503937 2.990193
H20 5.493544 -1.595924 5.023798
H21 2.267535 1.692387 2.871253
H22 4.393552 2.591612 5.622499
H23 3.330606 -2.479285 2.289026
C26 6.112354 0.477937 0.084898
C27 6.948721 0.334641 -0.953567
C28 7.598519 1.515646 -1.639951
O18 8.350943 1.263300 -2.562347
C29 7.291247 2.849204 -1.169344
C30 6.455992 2.993257 -0.131695
C31 5.822992 1.810987 0.567143
O19 5.096263 2.066013 1.512397
O20 6.112130 4.165643 0.377717
O21 7.288777 -0.834351 -1.473047
H24 5.644849 -0.363803 0.577993
H25 7.750159 3.688606 -1.671888
H26 5.505963 3.972338 1.119188
H27 7.911870 -0.635178 -2.200988

Forces on the atoms, in the same order (eV/Å):
-0.1 0.3 0.2
0.4 -0.3 -0.1
-0.2 0.0 0.0
-0.1 0.0 0.4
-0.1 0.0 0.0
-0.1 0.1 -0.3
-0.1 -0.2 -0.1
-0.1 -0.2 0.2
0.1 0.2 -0.2
0.2 0.3 0.2
-0.1 -0.2 0.0
0.0 0.2 -0.3
-0.1 0.0 -0.2
0.2 0.1 0.5
0.2 -0.1 -0.2
0.1 0.2 0.0
0.1 0.0 0.0
-0.1 -0.1 0.0
0.1 -0.1 -0.1
0.0 0.0 -0.2
0.0 0.1 0.1
0.0 -0.1 0.1
0.0 -0.1 0.0
-0.1 0.0 0.0
0.0 0.1 0.1
-0.2 0.0 0.0
-0.1 -0.2 -0.1
-0.1 0.0 0.0
0.0 0.1 0.0
-0.1 -0.2 0.0
0.0 0.1 0.0
0.2 0.0 0.0
0.0 -0.1 0.0
0.1 0.2 0.0
0.0 -0.1 0.0
0.0 0.0 0.0
0.0 0.0 0.0
0.0 0.0 0.0
-0.1 0.0 0.1
0.0 0.0 0.0
0.0 0.0 0.0
0.1 0.0 -0.1
0.1 0.0 0.0
0.0 -0.1 0.0
0.1 0.1 0.0
-0.1 0.0 0.0
-0.1 -0.1 0.1
0.0 0.2 -0.1
0.0 -0.1 0.0
0.0 0.0 0.0
-0.1 0.1 0.1
0.0 0.0 0.0
0.0 0.0 0.0
0.0 0.0 0.0
-0.1 0.0 0.0
0.1 0.1 0.1
0.0 -0.1 0.1
0.0 0.3 0.0
0.0 -0.1 0.0
-0.2 0.0 0.0
-0.1 0.1 0.0
0.1 -0.3 -0.1
0.0 0.1 0.0
0.0 0.0 0.0
0.0 0.0 0.0
0.0 0.0 0.0
0.0 0.0 0.0
0.0 0.0 0.0
-0.1 0.0 -0.1
-0.1 0.0 0.1
0.0 -0.1 0.0
0.0 0.2 0.0
0.0 -0.1 0.0
0.1 0.0 -0.1
0.0 0.1 0.0
0.0 -0.2 0.0
0.0 0.0 0.0
0.0 0.0 0.0
0.0 0.0 0.0
0.0 0.0 0.0
0.0 0.0 0.0
0.0 0.0 0.0
0.0 0.0 0.0

Löwdin population analysis, charges in e, atoms 1 to 2:
1. C -0.152
2. C -0.789

Number 1: energy -2412.971280 hartree. Number 2: energy -5519.974715 hartree. Number 3: energy -3870.951105 hartree.